Formula: C5H15NO2
Source: the OMol25 dataset
Level of theory: ωB97M-V/def2-TZVPD

```
23
Properties=species:S:1:pos:R:3:nbo_charge:R:1
N 1.4443 2.6525 -0.4953 -0.618
C 2.5692 1.6163 -0.6517 -0.247
C 2.1917 0.1301 -0.9496 -0.430
C 0.6349 0.3056 -1.1748 -0.421
C 0.1741 1.7544 -0.6294 -0.047
C -0.4683 1.5248 0.7470 -0.647
H 1.4728 3.2740 -1.3035 0.357
H 3.2622 1.9220 -1.4831 0.191
H 3.1617 1.4735 0.2369 0.196
H 2.1066 -0.5047 0.0287 0.195
H 2.5522 -0.4554 -1.7348 0.224
H -0.0878 -0.4666 -0.7854 0.216
H 0.3619 0.4248 -2.2709 0.198
H -0.5270 2.3660 -1.3816 0.194
H -1.5343 1.3011 0.9095 0.222
H -0.3363 2.3381 1.4838 0.220
H -0.0159 0.6452 1.1712 0.196
H -1.4210 -5.1764 1.9800 0.464
H 0.0784 -5.5893 1.5228 0.478
O -0.9777 -5.7496 1.4532 -0.941
H -5.2186 -1.9233 0.9566 0.461
H -4.8891 -0.6743 1.5575 0.460
O -4.5338 -1.1888 0.8131 -0.920
```

Values from the calculation:
HOMO energy = -9.124 eV
electronic energy = -404.6404 hartree
frontier orbital gap = 9.69 eV
energy relative to the best compared isomer or geometry (same formula, charge and spin) = 3.1206 eV
max |F| = 6.94 eV/A
SMILES string = C[C@@H]1CCCN1.O.O